1.
# C6H7NO

An isolated molecule of C6H7NO at a distorted geometry (ωB97M-V/def2-TZVPD, the OMol25 dataset).

Computed properties:
structure (SMILES)	C=CCc1cnco1
relative energy (zero: lowest compared OMol25 entry of this formula, charge and spin)	81.1	kcal per mole
LUMO level	0.7808	eV
HOMO-LUMO gap	9.87	eV

```
15
Properties=species:S:1:pos:R:3:forces:R:3
C -1.849 -1.055 -0.684 -5.02 1.71 0.14
C -1.877 0.112 -0.005 -3.08 0.02 -1.05
C -0.686 0.768 0.579 -0.18 2.27 1.90
C 0.676 0.420 0.098 1.83 -0.33 -0.55
C 1.764 0.893 -0.727 -4.61 0.77 3.67
N 2.780 -0.059 -0.538 0.74 1.15 -0.89
C 2.332 -0.970 0.234 -1.79 1.74 0.67
O 1.080 -0.705 0.730 0.63 -0.63 -1.20
H -3.030 -1.459 -0.910 4.03 0.72 0.13
H -0.972 -1.241 -1.238 0.86 -1.40 -0.26
H -2.978 0.638 0.130 3.07 -1.44 0.37
H -0.807 0.452 1.678 0.76 0.45 -1.30
H -0.725 1.893 0.666 -0.46 -0.98 -0.47
H 1.556 2.076 -0.789 1.95 -2.83 -1.11
H 2.738 -1.764 0.777 1.25 -1.21 -0.05
```
Positions in Å, forces in eV/Å.


2.
# C6H7NO

An isolated molecule of C6H7NO at a distorted geometry (ωB97M-V/def2-TZVPD, the OMol25 dataset).

Computed properties:
structure (SMILES)	O=C1CC[C@@]23C[C@@H]2N13
relative energy (zero: lowest compared OMol25 entry of this formula, charge and spin)	85.1	kcal per mole
LUMO level	0.8925	eV
HOMO-LUMO gap	9.92	eV

```
15
Properties=species:S:1:pos:R:3:forces:R:3
O 3.171 0.472 0.040 2.32 0.80 0.07
C 2.029 0.280 -0.183 -1.48 -0.75 0.53
C 1.425 -1.083 -0.127 -2.41 -0.21 2.31
C -0.154 -0.971 -0.195 0.24 -3.02 1.07
C -0.322 0.431 -0.097 0.98 4.28 -0.26
C -1.019 1.709 -0.355 -2.00 0.76 -0.49
C 0.108 1.610 0.628 -0.11 -1.16 -3.15
N 1.043 1.211 -0.428 -0.86 0.12 -0.33
H 1.870 -1.796 -0.720 1.01 -1.55 -1.46
H 1.536 -1.404 0.936 0.68 0.13 -0.78
H -0.749 -1.331 -1.065 0.95 -0.18 0.43
H -0.445 -1.551 0.751 -0.44 0.83 -1.53
H -2.014 1.962 -0.032 -0.41 -0.72 0.98
H -0.978 2.204 -1.334 1.10 -0.12 0.26
H 0.334 1.931 1.568 0.41 0.78 2.36
```
Positions in Å, forces in eV/Å.


3.
# C6H7NO

An isolated molecule of C6H7NO at a distorted geometry (ωB97M-V/def2-TZVPD, the OMol25 dataset).

Computed properties:
structure (SMILES)	CC(=O)c1ccc[nH]1
relative energy (zero: lowest compared OMol25 entry of this formula, charge and spin)	56.7	kcal per mole
LUMO level	0.6995	eV
HOMO-LUMO gap	9.43	eV

```
15
Properties=species:S:1:pos:R:3:forces:R:3
C 1.021 1.543 1.588 -1.65 0.32 4.66
C -0.111 1.299 0.654 1.32 -1.43 -0.98
O -0.962 2.111 0.427 -0.77 0.39 0.00
C -0.032 -0.013 -0.098 -3.82 3.35 0.10
C -1.028 -0.428 -0.981 9.36 -5.10 2.84
C -0.584 -1.730 -1.460 -0.59 3.86 2.11
C 0.494 -2.013 -0.772 2.40 -2.36 2.24
N 0.816 -0.994 0.132 -5.68 -2.95 -4.16
H 1.981 1.346 1.124 0.25 0.84 -0.05
H 0.719 2.618 2.179 1.67 -2.97 -1.85
H 0.986 0.668 2.459 -0.08 2.19 -2.04
H -1.786 -0.115 -1.383 -8.00 4.60 -3.42
H -1.061 -2.318 -2.107 -1.78 -2.19 -2.41
H 0.936 -3.019 -0.631 0.20 0.98 -0.34
H 1.654 -1.064 0.425 7.16 0.47 3.31
```
Positions in Å, forces in eV/Å.


4.
# C6H7NO2

An isolated molecule of C6H7NO2 at a distorted geometry (ωB97M-V/def2-TZVPD, the OMol25 dataset).

Computed properties:
structure (SMILES)	CC(=O)Nc1ccco1
relative energy (zero: lowest compared OMol25 entry of this formula, charge and spin)	76.7	kcal per mole
LUMO level	0.8104	eV
HOMO-LUMO gap	9.46	eV

```
16
Properties=species:S:1:pos:R:3:forces:R:3
C -1.447 0.324 -1.655 3.80 0.76 -10.78
C -0.021 0.702 -1.926 0.86 0.19 -1.35
O 0.357 1.022 -3.053 -0.27 -0.06 1.27
N 0.914 0.638 -0.895 -7.13 -4.73 2.47
C 0.616 0.051 0.451 2.42 2.77 -5.45
C -0.239 -0.879 0.856 -0.07 -0.40 0.89
C 0.219 -1.003 2.249 -2.83 -3.86 1.99
C 1.261 -0.180 2.422 0.70 -0.77 3.73
O 1.578 0.468 1.301 -1.01 0.16 -0.27
H -2.081 0.822 -2.426 0.79 0.27 0.25
H -1.735 0.670 -0.887 -4.10 3.21 10.97
H -1.548 -0.591 -2.025 -0.72 -4.55 -0.12
H 1.603 1.199 -1.090 5.33 3.42 -0.49
H -0.999 -1.391 0.224 0.84 0.51 1.11
H -0.294 -1.876 3.069 1.88 3.24 -2.56
H 1.814 0.025 3.384 -0.50 -0.16 -1.65
```
Positions in Å, forces in eV/Å.


5.
# C6H7NO2

An isolated molecule of C6H7NO2 at a distorted geometry (ωB97M-V/def2-TZVPD, the OMol25 dataset).

Computed properties:
structure (SMILES)	C#C/C(=C/C=N/O)OC
relative energy (zero: lowest compared OMol25 entry of this formula, charge and spin)	192.4	kcal per mole
LUMO level	-0.0755	eV
HOMO-LUMO gap	8.46	eV

```
16
Properties=species:S:1:pos:R:3:forces:R:3
C 3.704 -0.583 0.173 -6.46 2.14 -1.77
C 2.533 -0.207 -0.113 5.77 -3.22 1.54
C 1.130 -0.006 -0.138 -0.28 -1.19 -0.75
C 0.278 -1.149 -0.173 -0.47 1.57 2.31
C -1.274 -1.175 0.216 -1.13 3.48 -1.27
N -2.079 -0.142 -0.295 0.98 -5.99 1.18
O -3.473 -0.247 0.047 5.68 -6.11 5.87
O 1.020 1.338 -0.186 -2.71 -1.12 1.83
C -0.397 1.732 0.298 2.42 -0.94 -3.09
H 4.653 -0.950 0.037 1.73 -0.43 0.15
H 0.887 -2.098 0.031 -1.33 1.46 -0.49
H -1.617 -1.924 1.041 0.36 1.28 -1.95
H -3.884 0.294 -0.463 -3.66 5.68 -5.35
H -0.605 1.385 1.335 0.31 0.25 -0.85
H -0.937 1.099 -0.560 0.18 2.86 2.39
H -0.165 2.786 0.175 -1.39 0.27 0.27
```
Positions in Å, forces in eV/Å.


6.
# C6H7NO2

An isolated molecule of C6H7NO2 at a distorted geometry (ωB97M-V/def2-TZVPD, the OMol25 dataset).

Computed properties:
structure (SMILES)	O=Cc1ccc(CO)[nH]1
relative energy (zero: lowest compared OMol25 entry of this formula, charge and spin)	28.1	kcal per mole
LUMO level	0.5073	eV
HOMO-LUMO gap	9.18	eV

```
16
Properties=species:S:1:pos:R:3:forces:R:3
O 3.861 0.201 0.078 -0.13 -0.13 -0.54
C 2.839 -0.425 -0.060 0.14 -1.76 1.74
C 1.503 0.088 -0.202 0.12 -0.53 0.51
C 0.973 1.365 -0.120 1.81 -0.60 -0.45
C -0.404 1.214 -0.104 -1.60 1.73 -0.60
C -0.671 -0.138 -0.173 -0.85 0.18 0.39
C -2.020 -0.697 -0.079 -1.76 -0.38 0.34
O -2.945 0.384 -0.005 -0.45 -0.62 -0.46
N 0.461 -0.842 -0.157 0.72 2.78 -0.85
H 2.800 -1.609 0.196 0.37 1.83 -0.87
H 1.673 2.205 -0.110 -0.77 -0.01 0.01
H -1.189 2.035 -0.153 1.31 -1.40 0.15
H -2.153 -1.349 0.772 0.34 -0.03 0.99
H -2.401 -1.416 -0.818 0.55 0.73 -0.78
H -2.902 0.764 0.871 0.06 0.08 0.27
H 0.574 -1.779 0.064 0.15 -1.87 0.14
```
Positions in Å, forces in eV/Å.


7.
# C6H7NO2Si

A cluster of 2 separate species, C6H7NO2Si in total at a distorted geometry (ωB97M-V/def2-TZVPD, the OMol25 dataset).

Computed properties:
relative energy (zero: lowest compared OMol25 entry of this formula, charge and spin)	0.0	kcal per mole
LUMO level (spin up / spin down)	-0.0596 / -1.6552	eV
spin multiplicity	3
HOMO-LUMO gap (spin up / spin down)	9.02 / 7.77	eV

```
17
Properties=species:S:1:pos:R:3:forces:R:3
C -1.204 -0.950 0.922 -0.72 2.20 0.23
C -1.196 0.428 1.211 -0.37 -0.05 -1.08
C -1.258 -1.405 -0.393 -0.31 2.33 1.01
C -1.214 1.328 0.177 1.45 0.15 -2.47
C -1.156 -0.500 -1.466 0.94 -1.91 -0.55
C -1.019 0.835 -1.126 -0.68 1.44 -2.35
N 1.782 -0.464 0.406 -1.09 -1.03 -0.43
O 1.191 -1.530 0.313 2.16 1.43 0.41
O 4.582 -0.005 0.692 0.42 -0.01 0.38
Si 3.197 0.504 0.388 -0.12 -0.40 -0.77
H -1.157 -1.520 1.820 -0.10 -1.21 0.07
H -1.172 0.882 2.163 -0.05 -0.30 1.36
H -1.339 -2.426 -0.469 -0.03 -2.26 -0.85
H -1.109 2.417 0.144 -0.34 -0.34 1.18
H -0.980 -0.986 -2.517 -0.59 1.49 1.97
H 2.920 1.784 -0.287 -0.30 -0.18 0.41
H -0.868 1.607 -1.976 -0.27 -1.37 1.50
```
Positions in Å, forces in eV/Å.


8.
# C6H7NO3

A cluster of 2 separate species, C6H7NO3 in total at a distorted geometry (ωB97M-V/def2-TZVPD, the OMol25 dataset).

Computed properties:
structure (SMILES)	N#CC[C@H]1C(=O)[C@H]2O[C@H]21.O
relative energy (zero: lowest compared OMol25 entry of this formula, charge and spin)	66.0	kcal per mole
LUMO level	0.2928	eV
HOMO-LUMO gap	10.67	eV

```
17
Properties=species:S:1:pos:R:3:forces:R:3
N 0.233 -0.509 3.795 0.40 1.92 -0.32
C 0.444 0.554 3.370 -0.26 -2.05 -0.08
C 0.641 1.758 2.553 -0.59 0.48 0.19
C 2.077 2.042 2.129 0.20 0.67 0.25
C 3.100 0.984 1.644 0.35 -0.93 0.22
O 3.666 0.079 2.183 -0.38 0.61 -0.31
C 3.260 1.690 0.307 0.38 0.03 -0.08
O 1.925 1.769 -0.206 -0.15 0.01 -0.04
C 2.307 2.722 0.769 -0.12 0.29 0.12
H 0.254 2.617 3.121 0.19 -0.17 -0.08
H -0.034 1.683 1.688 0.33 -0.24 0.09
H 2.587 2.615 2.920 -0.03 -0.24 -0.13
H 4.095 1.731 -0.393 -0.31 0.00 0.22
H 2.273 3.779 0.510 0.01 -0.33 0.05
O 0.319 1.116 -2.576 0.49 -1.30 -0.27
H 0.644 1.554 -1.777 0.18 -0.42 -0.17
H 0.764 0.223 -2.630 -0.69 1.67 0.34
```
Positions in Å, forces in eV/Å.


9.
# C6H7NO3P

The ion C6H7NO3P with charge -1 at a distorted geometry (ωB97M-V/def2-TZVPD, the OMol25 dataset).

Computed properties:
charge	-1
structure (SMILES)	O=[P@]([O-])(O)Cc1cccnc1
relative energy (zero: lowest compared OMol25 entry of this formula, charge and spin)	20.6	kcal per mole
LUMO level	3.7036	eV
HOMO-LUMO gap	8.72	eV

```
18
Properties=species:S:1:pos:R:3:forces:R:3
O 2.218 1.417 0.585 0.60 1.70 0.56
P 2.158 0.006 0.239 1.57 -2.16 -1.28
O 1.684 -1.093 1.098 -0.94 -0.47 0.21
O 3.886 -0.620 0.000 -2.64 0.23 -1.45
C 0.808 0.182 -1.326 2.08 -0.70 -1.87
C -0.426 0.017 -0.579 -1.20 0.02 0.64
C -0.818 1.072 0.238 0.10 1.35 -0.08
C -1.972 0.931 1.003 1.58 2.05 0.65
C -2.580 -0.287 1.062 -1.68 -0.32 -0.34
N -2.300 -1.294 0.224 0.69 -0.18 -0.14
C -1.240 -1.145 -0.584 -0.31 3.21 2.22
H 3.743 -1.544 -0.341 0.15 1.30 0.73
H 0.837 -0.554 -2.259 0.27 1.41 1.96
H 0.873 1.266 -1.684 0.30 -1.62 0.39
H -0.215 2.060 0.281 -1.01 -1.96 -0.20
H -2.213 1.854 1.593 -0.35 -1.35 -0.24
H -3.474 -0.394 1.694 0.44 -0.26 -0.20
H -0.967 -1.874 -1.244 0.33 -2.25 -1.54
```
Positions in Å, forces in eV/Å.


10.
# C6H7NO3S

A structure of composition C6H7NO3S at a distorted geometry (ωB97M-V/def2-TZVPD, the OMol25 dataset).

Computed properties:
relative energy (zero: lowest compared OMol25 entry of this formula, charge and spin)	38.9	kcal per mole
LUMO level	-0.2051	eV
HOMO-LUMO gap	9.45	eV

```
18
Properties=species:S:1:pos:R:3:forces:R:3
C -1.953 0.116 -0.619 1.48 1.54 0.43
C -0.856 0.751 -1.047 0.65 -0.49 0.27
C 1.477 1.388 0.088 -1.98 1.09 -1.28
C -1.753 -0.573 0.675 0.69 -3.22 -2.46
C -0.331 -0.273 1.082 -0.44 1.96 0.90
C 0.306 0.474 -0.174 -0.12 -3.74 0.66
N 1.187 -0.942 -1.089 -0.55 2.27 2.43
O 1.286 2.582 0.072 0.46 -0.29 0.48
O 2.282 -1.753 0.921 0.25 -0.43 1.29
O 2.628 0.800 0.206 1.24 -1.21 0.40
S 2.644 -0.964 -0.209 -0.83 0.92 -1.89
H -2.851 0.341 -1.106 -1.49 -0.44 -0.60
H -0.755 1.218 -2.006 -0.03 0.53 -0.17
H -2.480 -0.292 1.393 -0.77 -0.37 0.70
H -1.665 -1.713 0.412 -1.25 1.70 0.72
H -0.615 0.395 1.992 2.01 -0.69 -1.29
H 0.209 -1.201 1.310 -0.01 0.89 0.37
H 1.240 -0.356 -1.903 0.70 -0.02 -0.98
```
Positions in Å, forces in eV/Å.


11.
# C6H7NSe

A structure of composition C6H7NSe at a distorted geometry (ωB97M-V/def2-TZVPD, the OMol25 dataset).

Computed properties:
relative energy (zero: lowest compared OMol25 entry of this formula, charge and spin)	97.4	kcal per mole
LUMO level (spin up / spin down)	-0.6676 / -0.3795	eV
HOMO-LUMO gap (spin up / spin down)	6.07 / 7.65	eV

```
15
Properties=species:S:1:pos:R:3:forces:R:3
C 0.338 1.010 1.796 -1.02 1.61 0.62
C -0.336 0.947 0.508 -1.36 -0.63 0.96
C 1.460 0.456 2.265 -0.45 -0.56 -2.24
C -0.142 0.175 -0.528 0.15 -1.52 -0.25
C 2.618 -0.566 0.344 0.58 -0.06 -0.42
C -1.104 -0.316 -1.588 1.79 2.21 1.41
N 2.312 -0.247 1.436 -0.51 1.59 1.84
Se 1.732 -1.571 -0.993 0.54 -1.25 -1.41
H -0.273 1.649 2.488 1.02 -0.79 -0.32
H -1.398 1.280 0.605 0.64 0.40 -0.22
H 1.768 0.604 3.234 0.65 0.08 2.08
H -1.822 -1.043 -1.308 -0.47 -0.75 0.54
H -1.550 0.683 -1.612 -0.80 -0.22 -1.41
H -0.504 -0.624 -2.423 -0.25 0.08 -0.90
H 3.127 -2.059 -1.261 -0.52 -0.19 -0.28
```
Positions in Å, forces in eV/Å.


12.
# C6H7NaO6PS

A structure of composition C6H7NaO6PS at a distorted geometry (ωB97M-V/def2-TZVPD, the OMol25 dataset).

Computed properties:
charge	+1
LUMO level	-4.9597	eV
HOMO-LUMO gap	6.87	eV

```
22
Properties=species:S:1:pos:R:3:forces:R:3
C -1.625 2.137 0.126 0.64 -1.03 -0.48
P -2.028 0.341 0.335 -0.53 0.21 1.58
O -3.297 0.043 -0.670 0.88 -0.06 -1.05
C -0.609 -0.431 -0.518 -1.25 0.97 -0.12
C 0.562 -0.738 0.029 0.64 0.30 -1.02
S 1.123 -0.520 1.695 0.26 -0.74 2.01
C 2.669 0.322 1.677 0.03 0.12 -0.53
O 1.347 -1.847 2.179 0.41 -0.59 -0.72
O 0.175 0.230 2.453 -0.46 1.01 -0.73
C 1.402 -1.334 -1.067 1.56 0.07 1.76
O 2.589 -1.381 -1.155 -1.52 -0.45 -0.42
O 0.482 -1.774 -2.030 -0.06 0.36 -2.10
C -0.549 -0.820 -1.970 0.20 0.17 2.18
O -1.205 -0.427 -2.876 0.07 -1.08 -0.61
H -0.927 2.269 -0.689 0.05 0.31 -0.31
H -2.528 2.691 -0.072 -0.31 0.21 0.13
H -1.132 2.431 1.041 -0.08 0.27 0.32
H -4.103 0.362 -0.268 -0.42 -0.03 0.23
H 2.558 1.389 1.560 -0.26 0.26 -0.12
H 3.091 0.116 2.649 -0.01 -0.17 0.40
H 3.329 -0.082 0.922 0.07 -0.20 -0.23
Na -1.324 -2.976 -3.351 0.09 0.10 -0.19
```
Positions in Å, forces in eV/Å.